Entry 1:
ORCA calculation (ωB97M-V with the def2-TZVPD basis set) on 2 unconnected molecules or ions with the total composition C4H11NO4 in a non-equilibrium geometry.

Structure (XYZ):
```
20
C4H11NO4 (ωB97M-V with the def2-TZVPD basis set)
C -0.699 -0.297 0.115
C -3.136 -0.219 0.456
N -1.989 -0.569 -0.376
O -0.652 0.936 0.720
O 0.309 -0.162 -1.217
O -0.141 -1.282 0.828
H 0.254 1.004 1.096
H -0.184 0.420 -1.813
H 0.851 -0.869 1.138
H -2.025 -1.526 -0.707
H -3.210 -0.846 1.351
H -4.040 -0.330 -0.144
H -3.072 0.823 0.763
C 2.066 0.693 -0.970
C 2.851 0.121 0.142
O 1.909 0.149 1.164
H 3.208 -0.890 -0.099
H 1.729 1.712 -0.813
H 2.240 0.378 -1.992
H 3.731 0.753 0.359
```

E_HOMO: -8.9 eV
ΔE to the lowest compared entry with this formula, charge and spin: 92.3 kcal/mol
Orbital gap: 8.60 eV

Mulliken population analysis, charges in e, atoms 1 to 4:
1 C 0.71
2 C -0.86
3 N -0.35
4 O -0.59


Entry 2:
ORCA calculation (ωB97M-V with the def2-TZVPD basis set) on 2 unconnected molecules or ions with the total composition C4H11NO4P in a non-equilibrium geometry.

Structure (XYZ):
```
21
C4H11NO4P (ωB97M-V with the def2-TZVPD basis set)
C -1.682 -1.684 -1.173
C -0.794 0.164 1.614
C -0.995 1.463 -0.453
C -0.800 -0.862 -0.709
N -1.355 0.180 0.159
O 1.747 1.116 -1.090
O 2.570 0.498 1.280
O 4.018 -0.378 -0.560
O 1.705 -1.295 -0.376
P 2.599 0.058 -0.376
H -2.718 -1.629 -0.873
H 3.273 -0.119 1.534
H -1.397 -2.297 -2.022
H 0.219 0.485 1.489
H -1.207 0.822 2.331
H -0.759 -0.899 1.847
H 0.086 1.268 -0.716
H -1.780 1.662 -1.282
H -1.098 2.359 0.210
H 0.694 -0.920 -0.857
H -2.324 0.009 0.023
```

E_HOMO: -4.1 eV
ΔE to the lowest compared entry with this formula, charge and spin: 68.7 kcal/mol
Orbital gap: 7.29 eV
Net charge: -1

Mulliken population analysis, charges in e, atoms 1 to 4:
1 C -1.00
2 C -0.69
3 C -0.68
4 C -0.10


Entry 3:
ORCA calculation (ωB97M-V with the def2-TZVPD basis set) on a molecular structure, C4H11NOP in a non-equilibrium geometry.

Structure (XYZ):
```
18
C4H11NOP (ωB97M-V with the def2-TZVPD basis set)
C -2.477 -0.434 -0.195
C -3.297 0.759 0.071
C 2.577 -1.432 -0.246
C 1.453 0.893 -0.225
N 2.373 -0.116 0.439
O -2.749 -1.502 -0.593
P -0.395 0.580 -0.008
H -2.894 1.568 0.740
H -3.576 1.046 -0.893
H -4.216 0.334 0.341
H 2.363 -2.356 0.331
H 1.976 -1.453 -1.182
H 3.617 -1.543 -0.509
H 1.639 0.935 -1.270
H 1.752 -0.283 1.323
H 3.186 0.402 0.549
H -0.304 0.737 1.478
H -1.028 1.865 -0.151
```

E_HOMO (spin up / spin down): -11.7 / -11.7 eV
ΔE to the lowest compared entry with this formula, charge and spin: 96.3 kcal/mol
Orbital gap (spin up / spin down): 7.42 / 7.41 eV
Net charge: +1

Mulliken population analysis, charges in e, atoms 1 to 4:
1 C 0.54
2 C -1.08
3 C -0.76
4 C -0.77


Entry 4:
ORCA calculation (ωB97M-V with the def2-TZVPD basis set) on 2 unconnected molecules or ions with the total composition C4H11NOP in a non-equilibrium geometry.

Structure (XYZ):
```
18
C4H11NOP (ωB97M-V with the def2-TZVPD basis set)
C -1.781 -1.853 0.340
C -1.743 -0.291 0.231
C -0.227 -1.786 0.232
C 0.559 0.691 0.124
N -0.284 -0.339 0.003
O 1.259 2.648 -1.339
P 2.293 0.542 -0.004
H -2.092 -2.187 1.290
H -2.206 -2.453 -0.399
H -2.121 0.104 -0.685
H -1.844 0.148 1.161
H 0.366 -1.962 1.228
H 0.176 -2.358 -0.539
H -0.044 1.551 -0.073
H 1.961 3.373 -1.328
H 0.564 2.944 -1.957
H 2.311 -0.368 0.910
H 2.854 1.597 0.805
```

E_HOMO: -13.9 eV
ΔE to the lowest compared entry with this formula, charge and spin: 47.0 kcal/mol
Orbital gap: 9.43 eV
Net charge: +1

Mulliken population analysis, charges in e, atoms 1 to 4:
1 C -0.48
2 C -0.68
3 C -0.57
4 C 0.06


Entry 5:
ORCA calculation (ωB97M-V with the def2-TZVPD basis set) on 2 unconnected molecules or ions with the total composition C4H11NOPS in a non-equilibrium geometry.

Structure (XYZ):
```
19
C4H11NOPS (ωB97M-V with the def2-TZVPD basis set)
C -3.057 1.018 1.250
C 3.134 -0.619 -0.640
C 0.628 -0.310 1.433
C 0.495 -0.946 -1.331
N -3.650 1.564 0.364
O -2.462 0.355 2.007
P 1.479 -0.051 -0.140
S -5.131 2.370 0.454
H 2.965 -1.623 -0.722
H 3.962 -0.373 -0.022
H 3.339 -0.303 -1.734
H 1.176 -0.145 2.334
H 0.317 -1.305 1.444
H -0.168 0.332 1.523
H -0.512 -0.440 -1.670
H 0.089 -1.877 -0.856
H 1.013 -1.234 -2.275
H 1.647 1.314 -0.508
H -5.265 2.272 -0.910
```

E_HOMO: -11.7 eV
ΔE to the lowest compared entry with this formula, charge and spin: 9.8 kcal/mol
Orbital gap: 8.67 eV
Net charge: +1

Mulliken population analysis, charges in e, atoms 1 to 4:
1 C 0.67
2 C -1.06
3 C -0.94
4 C -1.01


Entry 6:
ORCA calculation (ωB97M-V with the def2-TZVPD basis set) on a single C4H11NOS molecule in a non-equilibrium geometry.

Structure (XYZ):
```
18
C4H11NOS (ωB97M-V with the def2-TZVPD basis set)
N -0.388 1.470 0.035
C 0.254 0.200 0.295
C 1.779 0.256 0.506
O 2.158 1.350 1.338
C -0.053 -0.888 -0.730
C -1.567 -1.066 -0.881
S -2.303 -1.864 0.590
H -0.449 1.678 -0.958
H 0.071 2.258 0.475
H -0.134 -0.177 1.247
H 2.139 -0.568 1.111
H 2.235 0.254 -0.498
H 2.420 2.169 0.891
H 0.261 -1.774 -0.188
H 0.423 -0.609 -1.659
H -2.099 -0.137 -1.013
H -1.837 -1.742 -1.683
H -2.908 -0.811 1.122
```

E_HOMO: -9.0 eV
SMILES: N[C@H](CO)CCS
ΔE to the lowest compared entry with this formula, charge and spin: 29.8 kcal/mol
Orbital gap: 9.74 eV

Mulliken population analysis, charges in e, atoms 1 to 4:
1 N -0.56
2 C 0.33
3 C -0.74
4 O -0.55


Entry 7:
ORCA calculation (ωB97M-V with the def2-TZVPD basis set) on 2 unconnected molecules or ions with the total composition C4H11NOS in a non-equilibrium geometry.

Structure (XYZ):
```
18
C4H11NOS (ωB97M-V with the def2-TZVPD basis set)
C -1.186 -1.497 0.439
C 0.288 -1.726 0.672
N 0.537 -2.634 1.690
O 1.119 -1.340 -0.111
H -1.702 -1.039 1.278
H -1.661 -2.359 -0.009
H -1.157 -0.759 -0.408
H 1.563 -2.829 1.753
H -0.063 -2.873 2.445
C 0.667 1.373 -1.528
C -0.431 1.950 -0.680
S -0.063 2.834 0.813
H 1.368 0.818 -0.896
H 1.205 2.186 -2.061
H 0.522 0.644 -2.342
H -0.948 2.712 -1.248
H -1.217 1.262 -0.384
H 1.159 3.279 0.576
```

E_HOMO: -8.7 eV
SMILES: CC(N)=O.CCS
ΔE to the lowest compared entry with this formula, charge and spin: 20.6 kcal/mol
Orbital gap: 9.52 eV

Mulliken population analysis, charges in e, atoms 1 to 4:
1 C -0.80
2 C 0.57
3 N -0.41
4 O -0.57


Entry 8:
ORCA calculation (ωB97M-V with the def2-TZVPD basis set) on 2 unconnected molecules or ions with the total composition C4H11NOS in a non-equilibrium geometry.

Structure (XYZ):
```
18
C4H11NOS (ωB97M-V with the def2-TZVPD basis set)
C 0.601 -1.784 -1.406
C -0.271 -1.788 0.967
C -0.805 0.259 -0.774
C 0.075 -0.945 -0.259
N 0.709 1.452 1.083
O -0.214 4.290 0.810
S 0.819 0.750 -0.271
H 0.901 -1.097 -2.154
H 1.514 -2.520 -1.238
H -0.122 -2.539 -1.786
H -1.094 -2.372 0.528
H -0.725 -1.181 1.750
H 0.565 -2.445 1.357
H -1.121 0.364 -1.803
H -1.577 0.640 -0.073
H -1.098 4.047 1.080
H 1.591 1.432 1.579
H 0.253 3.439 0.610
```

E_HOMO: -8.4 eV
ΔE to the lowest compared entry with this formula, charge and spin: 77.0 kcal/mol
Orbital gap: 9.09 eV

Mulliken population analysis, charges in e, atoms 1 to 4:
1 C -1.36
2 C -1.24
3 C -0.78
4 C 1.04


Entry 9:
ORCA calculation (ωB97M-V with the def2-TZVPD basis set) on 2 unconnected molecules or ions with the total composition C4H11NOS in a non-equilibrium geometry.

Structure (XYZ):
```
18
C4H11NOS (ωB97M-V with the def2-TZVPD basis set)
C 0.830 1.707 0.465
C 0.501 -0.746 0.899
C 0.268 0.301 -1.540
C 0.112 0.449 0.003
N -2.068 -2.002 -0.139
O -2.360 1.674 -0.230
S -1.672 0.730 0.648
H 1.766 1.654 1.012
H 1.195 2.297 -0.428
H 0.128 2.514 1.017
H -0.215 -1.606 0.841
H 0.439 -0.479 1.963
H 1.561 -1.104 0.974
H 0.167 -0.775 -1.825
H -0.552 0.992 -2.046
H 1.215 0.715 -1.915
H -2.290 -2.280 0.809
H -2.951 -2.050 -0.598
```

E_HOMO (spin up / spin down): -8.4 / -8.4 eV
ΔE to the lowest compared entry with this formula, charge and spin: 120.9 kcal/mol
Orbital gap (spin up / spin down): 6.56 / 6.57 eV

Mulliken population analysis, charges in e, atoms 1 to 4:
1 C -1.25
2 C -1.44
3 C -1.37
4 C 1.18


Entry 10:
ORCA calculation (ωB97M-V with the def2-TZVPD basis set) on a single C4H11NOS molecule in a non-equilibrium geometry.

Structure (XYZ):
```
18
C4H11NOS (ωB97M-V with the def2-TZVPD basis set)
C -1.486 -0.532 -0.736
C -0.356 0.585 0.128
C -0.744 1.947 -0.407
S 1.405 0.063 -0.160
C 1.587 -1.648 0.348
N 2.417 0.987 0.544
O 1.615 0.137 -1.591
H -1.861 -0.075 -1.729
H -0.950 -1.494 -0.827
H -2.301 -0.712 -0.122
H -0.632 0.530 1.183
H -0.545 1.962 -1.501
H -0.245 2.739 0.103
H -1.767 2.011 -0.167
H 1.926 -1.947 1.271
H 0.613 -2.253 0.180
H 2.402 -1.953 -0.451
H 2.409 1.273 1.474
```

E_HOMO: -9.2 eV
SMILES: CC(C)[S@](C)(=N)=O
ΔE to the lowest compared entry with this formula, charge and spin: 93.4 kcal/mol
Orbital gap: 9.86 eV

Mulliken population analysis, charges in e, atoms 1 to 4:
1 C -1.07
2 C -0.06
3 C -1.45
4 S 1.25


Entry 11:
ORCA calculation (ωB97M-V with the def2-TZVPD basis set) on 2 unconnected molecules or ions with the total composition C4H11NOS in a non-equilibrium geometry.

Structure (XYZ):
```
18
C4H11NOS (ωB97M-V with the def2-TZVPD basis set)
C -1.650 -0.958 0.635
C -1.027 -1.010 -0.734
N -1.597 -0.378 -1.848
O -0.104 -1.780 -0.869
H -2.321 -0.133 0.853
H -0.830 -1.057 1.346
H -2.250 -1.824 0.942
H -1.664 -0.988 -2.651
H -2.387 0.184 -1.579
C 1.960 -0.165 1.270
S 2.432 1.553 0.878
C 1.175 1.982 -0.349
H 2.309 -0.434 2.262
H 0.872 -0.179 1.341
H 2.280 -0.856 0.496
H 1.407 1.496 -1.289
H 1.194 3.049 -0.508
H 0.200 1.499 -0.197
```

E_HOMO: -8.2 eV
SMILES: CC(N)=O.CSC
ΔE to the lowest compared entry with this formula, charge and spin: 21.6 kcal/mol
Orbital gap: 8.90 eV

Mulliken population analysis, charges in e, atoms 1 to 4:
1 C -0.87
2 C 0.56
3 N -0.46
4 O -0.55


Entry 12:
ORCA calculation (ωB97M-V with the def2-TZVPD basis set) on a single C4H11NOS2 molecule in a non-equilibrium geometry.

Structure (XYZ):
```
19
C4H11NOS2 (ωB97M-V with the def2-TZVPD basis set)
C -0.084 -0.285 -3.494
S 1.191 0.644 -2.586
S 1.711 -0.651 -1.127
C 0.447 -0.642 0.164
C 0.442 0.496 1.148
N -0.331 1.596 0.684
C -0.007 -0.128 2.580
O -1.315 -0.610 2.465
H 0.151 -0.886 -4.369
H -0.767 -0.822 -2.849
H -0.679 0.547 -3.914
H 0.704 -1.619 0.564
H -0.569 -0.684 -0.257
H 1.449 0.887 1.338
H -1.259 1.352 0.354
H -0.474 2.410 1.264
H -0.008 0.717 3.276
H 0.750 -0.885 2.801
H -1.351 -1.438 1.960
```

E_HOMO: -8.3 eV
SMILES: CSSC[C@@H](N)CO
ΔE to the lowest compared entry with this formula, charge and spin: 35.6 kcal/mol
Orbital gap: 9.00 eV

Mulliken population analysis, charges in e, atoms 1 to 4:
1 C -0.77
2 S -0.05
3 S -0.07
4 C -1.02


Entry 13:
ORCA calculation (ωB97M-V with the def2-TZVPD basis set) on a gas-phase ion, C4H11NP (charge +1) in a non-equilibrium geometry.

Structure (XYZ):
```
17
C4H11NP (ωB97M-V with the def2-TZVPD basis set)
C 0.292 0.565 -0.201
C -0.499 -1.550 0.121
C 1.534 0.133 0.529
C -2.185 0.237 -0.180
N -0.851 -0.170 0.359
P 3.183 -0.113 -0.167
H 0.273 1.605 -0.225
H 0.276 0.435 -1.223
H -0.193 -1.899 -0.879
H -0.903 -2.228 0.795
H 1.249 -0.193 1.516
H -2.604 1.042 0.311
H -2.028 0.582 -1.125
H -2.707 -0.707 -0.174
H -0.727 -0.074 1.389
H 3.822 -0.279 1.010
H 3.417 1.098 -0.565
```

E_HOMO (spin up / spin down): -13.5 / -11.8 eV
ΔE to the lowest compared entry with this formula, charge and spin: 117.4 kcal/mol
Orbital gap (spin up / spin down): 9.26 / 6.96 eV
Net charge: +1

Mulliken population analysis, charges in e, atoms 1 to 4:
1 C -0.83
2 C -0.59
3 C -0.44
4 C -0.81